1.
CH2Cl4Si | wB97M-V/def2-TZVPD

Each line ends with the natural charge from an NBO analysis.
CARTESIAN COORDINATES (ANGSTROEM)
C (1.061, 0.087, -0.071)  -0.86
Si (-0.768, -0.293, 0.287)  1.51
Cl (1.256, 1.784, 0.494)  -0.04
Cl (-1.110, -2.237, 0.499)  -0.31
Cl (-1.682, 0.282, -2.179)  -0.55
Cl (-1.895, 0.784, 1.469)  -0.28
H (1.252, -0.065, -1.076)  0.26
H (1.885, -0.341, 0.577)  0.27

Calculated values
Multiplicity: 1
Charge: 0
Frontier orbital gap (Ha): 0.362

=====

2.
CH2ClF | wB97M-V/def2-TZVPD

Each line ends with the natural charge from an NBO analysis.
CARTESIAN COORDINATES (ANGSTROEM)
C (-0.835, -0.490, 0.002)  0.37
F (-1.453, -1.650, -0.298)  -0.33
Cl (-2.151, 0.640, 0.111)  -0.02
H (1.806, 0.552, -0.029)  0.00
H (2.633, 0.947, 0.215)  -0.01

Calculated values
Multiplicity: 1
Charge: 0
Frontier orbital gap (Ha): 0.366

=====

3.
CH2ClFP2 | wB97M-V/def2-TZVPD

Each line ends with the natural charge from an NBO analysis.
CARTESIAN COORDINATES (ANGSTROEM)
C (-0.442, -0.196, 0.448)  -0.89
F (2.185, -0.388, 0.809)  -0.59
P (-0.005, 1.309, -0.576)  0.24
P (1.064, -0.552, -0.474)  0.95
Cl (-1.888, -1.053, -0.078)  -0.01
H (-0.478, 0.078, 1.711)  0.31
H (-0.436, 0.802, -1.841)  -0.01

Calculated values
Multiplicity: 1
Charge: 0
Structure (SMILES): FP1#[PH][C@H]1Cl
Frontier orbital gap (Ha): 0.375

=====

4.
CH2ClI3Si | wB97M-V/def2-TZVPD

Each line ends with the natural charge from an NBO analysis.
CARTESIAN COORDINATES (ANGSTROEM)
C (-0.221, 0.680, -0.555)  -0.83
Si (1.195, -0.600, -0.326)  0.74
Cl (-0.216, 1.475, 1.140)  -0.10
I (0.880, -2.598, 0.961)  -0.14
I (-3.585, -1.388, 0.637)  0.00
I (3.284, 0.549, 0.207)  -0.17
H (-1.135, 0.303, -0.723)  0.22
H (-0.202, 1.578, -1.340)  0.27

Calculated values
Multiplicity: 1
Charge: 0
Frontier orbital gap (alpha / beta) (Ha): 0.315 / 0.149

=====

5.
CH2ClN | wB97M-V/def2-TZVPD

Each line ends with the natural charge from an NBO analysis.
CARTESIAN COORDINATES (ANGSTROEM)
C (-0.613, -0.007, -0.091)  -0.17
N (0.286, -0.795, -0.160)  -0.01
Cl (2.624, 0.451, -0.072)  -0.33
H (-1.610, -0.585, 0.085)  0.27
H (-0.687, 0.937, 0.238)  0.25

Calculated values
Multiplicity: 1
Charge: 0
Frontier orbital gap (Ha): 0.260

=====

6.
CH2ClN2O3 | wB97M-V/def2-TZVPD

Each line ends with the natural charge from an NBO analysis.
CARTESIAN COORDINATES (ANGSTROEM)
C (0.058, -0.409, 1.253)  -0.03
N (-0.107, -0.698, 4.401)  0.80
N (0.332, -0.052, 0.059)  -0.28
O (0.897, -0.315, 4.763)  0.01
O (-0.989, -0.923, 3.764)  0.04
O (-0.620, 0.163, -0.973)  -0.54
Cl (-1.624, -0.343, 1.604)  0.09
H (1.168, -0.162, -0.462)  0.43
H (-0.473, 1.047, -1.290)  0.49

Calculated values
Multiplicity: 1
Charge: +1
Frontier orbital gap (alpha / beta) (Ha): 0.228 / 0.228

=====

Values of relative energy (zero: lowest compared OMol25 entry of this formula, charge and spin), in order: 48.05, 89.68, 12.46, 84.66, 83.09, 78.67, all in kcal/mol.